Record 1
Below is the ion C5H6N with charge +1 in a non-equilibrium geometry, with properties calculated with the ωB97M-V functional and the def2-TZVPD basis.

Output
- Energy above the lowest of the compared OMol25 structures with the same formula, charge and spin: 142.44 kcal per mole
- E_HOMO (spin up / spin down): -14.2 / -13.8 eV
- E_LUMO (spin up / spin down): -6.55 / -7.14 eV
- Gap between HOMO and LUMO (spin up / spin down): 7.688 / 6.652 eV
- Total charge: +1

Each line ends with the natural charge from an NBO analysis.
Positions of all 12 atoms, in Å:
C1 1.000 -0.894 0.181  0.41
C2 1.242 -2.185 0.069  -0.43
C3 -1.230 1.283 -0.289  -0.38
C4 0.389 1.456 0.545  -0.07
C5 -1.663 0.171 -0.638  0.10
N1 0.998 0.214 0.577  -0.32
H1 1.659 -2.468 -0.923  0.28
H2 0.860 -2.940 0.800  0.29
H3 -1.593 2.340 -0.010  0.34
H4 -1.482 -0.889 -0.847  0.26
H5 0.732 2.154 -0.169  0.26
H6 0.179 1.707 1.573  0.26

Forces on the atoms, in the same order (eV/Å):
0.3 -2.0 0.9
-0.5 -0.9 -1.3
-1.5 1.9 1.4
-0.2 -3.6 0.2
1.6 -0.3 0.1
0.1 3.9 -0.1
-0.2 -0.2 1.0
0.5 0.9 -0.7
0.3 -1.9 -1.0
-0.8 0.6 -0.1
0.9 0.7 -0.3
-0.4 0.8 0.0

---

Record 2
Below is a structure of composition C15H24ClF6IrN3O13P2S3, with properties calculated with the ωB97M-V functional and the def2-TZVPD basis.

Output
- Energy above the lowest of the compared OMol25 structures with the same formula, charge and spin: 84.74 kcal per mole
- E_HOMO (spin up / spin down): -8.3 / -8.3 eV
- Spin multiplicity: 2
- E_LUMO (spin up / spin down): -0.49 / -3.01 eV
- Gap between HOMO and LUMO (spin up / spin down): 7.844 / 5.320 eV

Each line ends with the Mulliken spin population.
Positions of all 68 atoms, in Å:
Ir1 0.592 1.999 0.134  0.02
O1 0.237 4.919 2.601  0.00
P1 -0.392 4.875 1.134  0.00
O2 -1.470 5.830 0.896  0.00
O3 -0.691 3.396 0.822  0.00
O4 0.921 5.289 0.241  0.00
P2 2.177 4.391 -0.215  0.00
O5 0.633 4.068 -2.418  0.00
O6 2.216 3.145 0.720  0.00
O7 1.287 3.341 -1.375  0.00
H1 0.021 4.120 3.102  0.00
H2 -0.214 3.603 -2.469  0.00
C1 -0.524 -4.605 -0.080  0.00
C2 0.357 -3.475 -0.591  0.00
S1 0.304 -1.906 0.304  0.42
C3 0.857 -2.430 1.960  -0.01
C4 -0.386 -2.556 2.842  0.01
S2 -1.649 -1.548 2.015  0.53
C5 -3.081 -2.642 1.878  -0.01
C6 -2.872 -4.080 1.430  0.00
S3 -2.302 -4.309 -0.270  0.00
H3 -0.298 -4.852 0.958  0.00
H4 -0.294 -5.496 -0.667  0.00
H5 0.091 -3.216 -1.617  0.01
H6 1.407 -3.786 -0.585  0.02
H7 1.524 -1.651 2.324  -0.01
H8 1.410 -3.365 1.882  0.00
H9 -0.228 -2.141 3.834  0.00
H10 -0.720 -3.586 2.933  0.00
H11 -3.732 -2.105 1.188  0.00
H12 -3.563 -2.627 2.861  0.03
H13 -3.840 -4.580 1.497  0.00
H14 -2.210 -4.631 2.097  0.00
C7 -2.116 2.322 -1.902  0.00
C8 -2.176 1.105 -0.984  0.00
O8 -1.033 0.804 -0.296  -0.02
C9 -2.510 -0.151 -1.841  0.00
F1 -1.432 -0.585 -2.511  0.00
F2 -2.915 -1.187 -1.069  0.00
F3 -3.473 0.052 -2.753  0.00
C10 -3.361 1.317 0.009  0.00
F4 -3.352 0.410 1.013  0.00
F5 -4.558 1.187 -0.607  0.00
F6 -3.334 2.518 0.567  0.00
H15 -1.365 2.118 -2.666  0.00
H16 -1.861 3.190 -1.294  0.00
H17 -3.075 2.506 -2.385  0.00
O9 0.445 0.134 4.039  0.00
Cl1 0.620 1.310 3.245  0.00
O10 -0.355 2.299 3.543  0.00
O11 1.947 1.823 3.343  0.00
O12 0.414 0.813 1.827  0.02
C11 2.536 -0.477 -4.236  0.00
N1 2.746 -0.287 -2.805  0.00
C12 3.820 -0.789 -2.164  0.00
C13 4.026 -0.552 -0.854  0.01
C14 3.070 0.259 -0.169  0.00
N2 1.972 0.705 -0.782  -0.02
C15 1.789 0.498 -2.141  0.00
O13 0.866 0.947 -2.776  0.00
N3 3.272 0.536 1.123  0.00
H18 3.348 -1.084 -4.628  0.00
H19 2.515 0.488 -4.738  0.00
H20 1.582 -0.970 -4.411  0.00
H21 4.507 -1.370 -2.765  0.00
H22 4.899 -0.924 -0.343  0.00
H23 4.170 0.306 1.511  0.00
H24 2.808 1.340 1.535  0.00

Forces on the atoms, in the same order (eV/Å):
0.2 0.5 -0.2
0.0 0.1 -0.1
0.0 0.0 0.2
0.0 0.0 0.0
-0.1 -0.1 -0.1
0.0 0.0 0.1
0.0 0.3 -0.2
-0.1 0.0 0.1
0.0 -0.2 0.1
0.0 -0.3 0.0
0.0 0.0 0.0
0.0 0.0 0.0
0.0 0.0 0.0
0.0 0.0 0.0
0.1 0.0 -0.1
0.0 0.0 0.0
0.0 0.1 0.0
0.0 -0.1 0.1
0.0 0.0 0.0
0.0 0.0 0.0
0.0 0.0 0.0
0.0 0.0 0.0
0.0 0.0 0.0
0.0 0.0 0.0
0.0 0.0 0.0
0.0 0.0 0.0
0.0 0.0 0.0
0.0 0.0 0.0
0.0 0.0 0.0
0.0 0.0 0.0
0.0 0.0 0.0
0.0 0.0 0.0
0.0 0.0 0.0
0.0 0.0 0.0
0.0 -0.1 0.0
0.2 0.0 -0.1
0.0 0.0 0.0
0.0 0.0 0.0
0.0 0.0 0.0
0.0 0.0 0.0
0.0 0.1 -0.1
-0.1 0.1 0.0
0.0 0.0 0.0
0.0 0.0 0.0
0.0 0.0 0.0
0.0 0.0 0.0
0.0 0.0 0.0
0.0 0.0 0.0
0.1 -0.1 0.0
-0.1 0.0 0.1
0.0 0.0 0.1
-0.2 -0.3 -0.1
0.0 0.0 0.0
0.0 0.0 0.0
0.0 0.0 0.0
0.0 -0.1 0.0
0.0 0.0 0.1
0.0 0.1 0.2
-0.1 0.0 -0.1
0.0 0.0 0.0
0.1 0.0 -0.1
0.0 0.0 0.0
0.0 0.0 0.0
0.0 0.0 0.0
0.0 0.0 0.0
0.0 0.0 0.0
0.0 0.0 0.0
0.0 0.0 0.0

---

Record 3
Below is an isolated molecule of C5H8N2 in a non-equilibrium geometry, with properties calculated with the ωB97M-V functional and the def2-TZVPD basis.

Output
- Energy above the lowest of the compared OMol25 structures with the same formula, charge and spin: 71.86 kcal per mole
- E_HOMO: -6.9 eV
- E_LUMO: 0.70 eV
- Gap between HOMO and LUMO: 7.591 eV

Each line ends with the natural charge from an NBO analysis.
Positions of all 15 atoms, in Å:
C1 -1.181 -1.438 -0.399  -0.67
C2 -1.146 0.056 -0.349  -0.11
C3 -0.011 1.992 0.461  -0.39
N1 -0.051 0.758 -0.055  -0.23
C4 1.258 0.127 -0.280  -0.32
C5 1.686 -0.667 0.873  0.26
N2 2.036 -1.315 1.763  -0.29
H1 -0.755 -1.919 0.491  0.22
H2 -0.690 -1.884 -1.275  0.21
H3 -2.225 -1.753 -0.447  0.24
H4 -2.063 0.630 -0.299  0.19
H5 0.876 2.593 0.343  0.19
H6 -0.941 2.425 0.797  0.20
H7 1.215 -0.515 -1.161  0.25
H8 1.992 0.912 -0.466  0.26

Forces on the atoms, in the same order (eV/Å):
0.0 -0.2 0.0
0.1 0.1 0.1
0.0 0.2 0.0
-0.2 0.0 -0.1
0.1 0.0 -0.1
0.3 -0.6 0.9
-0.3 0.6 -0.8
0.0 0.1 -0.1
0.0 0.1 0.1
0.1 0.0 0.0
0.1 -0.1 0.1
0.0 -0.2 0.0
0.1 0.0 -0.1
-0.1 0.0 0.1
-0.1 0.0 0.1